{
  "formula": "C40H54As2BiGeN9O2Se",
  "method": "wB97M-V/def2-TZVPD",
  "relative_energy_kcal_mol": 150.0,
  "orbital_gap_ev": [3.96, 3.96],
  "total_charge": 0,
  "total_energy_ev": -309233.7535,
  "symbols": ["Bi", "Se", "As", "As", "Ge", "O", "O", "N", "N", "N", "N", "N", "N", "N", "N", "N", "C", "C", "C", "C", "C", "C", "C", "C", "C", "C", "C", "C", "C", "C", "C", "C", "C", "C", "C", "C", "C", "C", "C", "C", "C", "C", "C", "C", "C", "C", "C", "C", "C", "C", "C", "C", "C", "C", "C", "C", "H", "H", "H", "H", "H", "H", "H", "H", "H", "H", "H", "H", "H", "H", "H", "H", "H", "H", "H", "H", "H", "H", "H", "H", "H", "H", "H", "H", "H", "H", "H", "H", "H", "H", "H", "H", "H", "H", "H", "H", "H", "H", "H", "H", "H", "H", "H", "H", "H", "H", "H", "H", "H", "H"],
  "positions_angstrom": [[0.139, -0.997, -1.620], [-0.658, -0.157, 1.134], [-4.776, -3.013, 0.941], [-2.112, -1.493, 2.573], [0.588, -4.225, -1.703], [1.123, 5.959, -1.772], [1.595, -3.457, 2.510], [3.467, 1.732, -4.074], [3.222, 0.722, -4.977], [-3.683, 1.791, -2.908], [-2.979, 2.772, -2.236], [3.313, -2.402, 3.458], [1.921, 0.363, -3.161], [2.484, 7.542, -1.016], [1.148, 7.816, -0.614], [-1.508, 1.180, -2.800], [2.688, 1.451, -2.976], [2.939, -4.797, 3.983], [-3.077, 6.661, 0.453], [-5.932, -3.929, 2.171], [-4.984, -1.253, 1.673], [-1.792, -3.409, 2.431], [2.258, -0.015, -4.463], [-2.845, 5.057, -1.285], [1.746, -4.280, -3.384], [3.591, 5.844, -2.323], [0.645, -5.889, -0.741], [-1.228, -3.812, -2.501], [-1.847, -0.704, 4.394], [-1.585, 5.511, -1.605], [0.362, 6.868, -1.078], [-6.507, 0.468, 2.372], [5.477, -4.657, 4.517], [4.345, -5.253, 3.666], [-1.649, 2.376, -2.243], [2.582, -3.518, 3.242], [-5.405, 1.218, 2.779], [3.443, 4.661, -3.012], [-1.025, 6.517, -0.796], [4.309, -2.349, 4.486], [5.642, -3.132, 4.261], [-6.246, -0.724, 1.715], [1.439, -2.651, -0.900], [-3.832, -0.570, 2.161], [-3.680, 5.718, -0.359], [-2.780, 0.923, -3.231], [4.592, 3.906, -3.483], [4.604, 2.590, -4.254], [-1.763, 7.138, 0.184], [-4.101, 0.762, 2.535], [-6.004, -2.667, -0.589], [-3.639, 4.047, -2.073], [2.434, 6.431, -1.651], [4.815, 6.554, -2.453], [5.846, 6.000, -3.179], [5.778, 4.639, -3.665], [3.828, -2.668, 5.400], [2.703, 2.040, -2.047], [-5.554, 2.169, 3.274], [-7.095, -1.276, 1.345], [2.400, 4.277, -3.141], [-0.733, -3.696, 2.649], [4.288, -6.401, 3.767], [2.486, -2.539, -1.226], [5.531, 2.029, -3.933], [-1.298, 0.280, 4.363], [2.861, -1.562, 3.172], [6.718, 6.614, -3.359], [-1.411, 7.920, 0.791], [-7.534, 0.753, 2.499], [-1.348, -1.476, 4.944], [2.498, -3.511, -3.301], [-3.191, 1.418, 2.718], [-5.619, -3.995, 3.215], [-3.946, 4.330, -3.054], [5.179, -4.796, 5.606], [-2.125, -3.819, 1.489], [-7.081, -2.708, -0.159], [4.717, 2.846, -5.341], [2.277, -5.234, -3.359], [-4.728, 5.475, -0.339], [-5.807, -1.749, -1.140], [-2.379, -3.805, 3.292], [1.152, -4.264, -4.288], [-6.879, -3.327, 2.084], [6.662, 4.179, -4.138], [6.444, -5.249, 4.414], [-6.015, -3.604, -1.124], [-3.113, 0.029, -3.800], [6.404, -2.752, 4.956], [2.812, -4.595, 5.106], [4.624, -4.992, 2.612], [-0.263, -6.477, -0.860], [-2.897, -0.412, 4.692], [4.882, 7.528, -1.932], [1.812, -0.922, -4.945], [4.635, -1.343, 4.768], [1.605, -6.487, -0.899], [-1.836, -3.013, -2.046], [-3.762, 7.109, 1.192], [-1.067, -3.589, -3.574], [2.194, -5.549, 3.639], [1.338, -2.656, 0.193], [-0.851, 2.953, -1.755], [6.133, -2.961, 3.287], [-4.557, 3.741, -1.509], [-1.014, 5.177, -2.461], [-5.971, -4.966, 1.829], [-1.730, -4.699, -2.398], [0.727, -5.640, 0.319]]
}



{
  "formula": "C40H55AsF6N5O4Tl",
  "method": "wB97M-V/def2-TZVPD",
  "relative_energy_kcal_mol": 0.0,
  "spin_multiplicity": 2,
  "s2": 0.766,
  "orbital_gap_ev": [6.40, 4.31],
  "total_charge": -1,
  "total_energy_ev": -139853.3023,
  "symbols": ["Tl", "As", "F", "F", "F", "F", "F", "F", "O", "O", "O", "O", "N", "N", "N", "N", "N", "C", "C", "C", "C", "C", "C", "C", "C", "C", "C", "C", "C", "C", "C", "C", "C", "C", "C", "C", "C", "C", "C", "C", "C", "C", "C", "C", "C", "C", "C", "C", "C", "C", "C", "C", "C", "C", "C", "C", "C", "H", "H", "H", "H", "H", "H", "H", "H", "H", "H", "H", "H", "H", "H", "H", "H", "H", "H", "H", "H", "H", "H", "H", "H", "H", "H", "H", "H", "H", "H", "H", "H", "H", "H", "H", "H", "H", "H", "H", "H", "H", "H", "H", "H", "H", "H", "H", "H", "H", "H", "H", "H", "H", "H", "H"],
  "positions_angstrom": [[-11.020, -16.377, 3.123], [-7.659, -18.479, 4.754], [-8.418, -19.373, 3.381], [-9.128, -17.400, 4.670], [-6.828, -17.359, 3.567], [-6.313, -19.545, 4.725], [-7.017, -17.487, 6.079], [-8.594, -19.479, 5.805], [-9.613, -13.671, 2.417], [-13.835, -16.499, 6.979], [-10.806, -21.176, 2.663], [-12.366, -15.034, -0.128], [-11.136, -19.061, 1.794], [-12.164, -18.350, 4.389], [-7.732, -12.976, 3.596], [-9.442, -11.465, 3.052], [-12.557, -15.638, 5.239], [-15.689, -13.258, 3.289], [-12.776, -22.461, 0.419], [-11.086, -14.455, -0.442], [-11.290, -20.497, -1.625], [-12.361, -15.950, 0.841], [-15.031, -14.142, 4.371], [-12.864, -20.915, 0.231], [-7.014, -19.618, 0.776], [-6.834, -11.866, 3.975], [-13.706, -16.620, 0.850], [-12.709, -18.041, 5.598], [-12.958, -19.032, 6.540], [-10.696, -19.525, 0.559], [-11.745, -19.559, 4.107], [-11.839, -20.580, 5.115], [-7.863, -17.299, 0.349], [-8.278, -18.710, 0.777], [-12.445, -20.292, 6.331], [-12.741, -14.329, 5.660], [-10.684, -14.481, 7.326], [-7.632, -10.754, 4.564], [-11.207, -19.993, 2.755], [-11.998, -12.373, 6.907], [-16.116, -14.578, 5.370], [-12.943, -11.612, 6.276], [-9.168, -19.428, -1.362], [-11.816, -13.735, 6.557], [-10.488, -11.164, 2.043], [-9.793, -15.443, 6.580], [-8.686, -10.323, 3.565], [-7.161, -14.359, 3.562], [-10.125, -20.001, -2.184], [-13.997, -20.633, -0.770], [-13.940, -12.216, 5.474], [-9.420, -19.205, 0.013], [-13.851, -13.560, 5.141], [-8.952, -12.774, 2.996], [-13.082, -16.625, 5.960], [-11.275, -15.074, 8.635], [-11.581, -20.328, -0.276], [-6.573, -19.651, -0.235], [-6.161, -14.318, 3.062], [-14.947, -12.822, 2.604], [-16.879, -15.190, 4.840], [-11.249, -11.942, 2.104], [-13.798, -17.421, 0.068], [-8.165, -19.112, -1.668], [-10.431, -15.177, -0.981], [-13.841, -17.116, 1.827], [-8.076, -10.973, 5.540], [-10.583, -14.148, 0.479], [-11.280, -11.922, 7.572], [-12.173, -15.702, 8.409], [-8.682, -16.572, 0.363], [-16.378, -13.915, 2.698], [-11.508, -21.568, 4.822], [-8.784, -15.465, 7.023], [-16.230, -12.384, 3.743], [-12.761, -22.934, -0.556], [-7.022, -14.763, 4.558], [-13.891, -21.197, -1.757], [-9.928, -19.983, -3.249], [-11.657, -14.246, 9.271], [-9.685, -15.067, 5.527], [-16.593, -13.698, 5.831], [-11.924, -22.727, 1.040], [-14.941, -20.962, -0.354], [-10.931, -10.185, 2.248], [-7.861, -15.024, 3.049], [-6.300, -11.551, 3.072], [-14.743, -11.558, 5.117], [-12.581, -21.035, 7.124], [-14.139, -19.589, -1.046], [-6.080, -12.282, 4.663], [-8.575, -18.597, 1.817], [-12.013, -20.949, -2.246], [-10.105, -16.499, 6.589], [-7.353, -17.273, -0.685], [-10.069, -11.135, 1.010], [-13.678, -22.821, 0.876], [-7.063, -16.926, 0.991], [-15.657, -15.175, 6.152], [-13.067, -20.399, 1.174], [-8.227, -9.797, 2.735], [-10.523, -15.645, 9.243], [-14.504, -15.850, 0.698], [-10.055, -13.655, 7.630], [-14.663, -15.071, 3.919], [-9.433, -9.623, 3.994], [-6.294, -19.209, 1.498], [-11.275, -13.587, -1.071], [-7.208, -20.630, 1.063], [-6.925, -9.899, 4.695], [-13.554, -18.744, 7.370], [-12.930, -10.538, 6.448]]
}



{
  "formula": "C40H55AsGe2N6O4SeSiTi",
  "method": "wB97M-V/def2-TZVPD",
  "orbital_gap_ev": 5.04,
  "total_charge": 0,
  "total_energy_ev": -329714.1503,
  "symbols": ["Se", "As", "Ge", "Ge", "Ti", "Si", "O", "O", "O", "O", "N", "N", "N", "N", "N", "N", "C", "C", "C", "C", "C", "C", "C", "C", "C", "C", "C", "C", "C", "C", "C", "C", "C", "C", "C", "C", "C", "C", "C", "C", "C", "C", "C", "C", "C", "C", "C", "C", "C", "C", "C", "C", "C", "C", "C", "C", "H", "H", "H", "H", "H", "H", "H", "H", "H", "H", "H", "H", "H", "H", "H", "H", "H", "H", "H", "H", "H", "H", "H", "H", "H", "H", "H", "H", "H", "H", "H", "H", "H", "H", "H", "H", "H", "H", "H", "H", "H", "H", "H", "H", "H", "H", "H", "H", "H", "H", "H", "H", "H", "H", "H"],
  "positions_angstrom": [[5.707, -5.178, 3.700], [-0.766, 1.725, 2.750], [-1.386, 1.749, -1.665], [2.259, 0.367, -1.086], [0.291, -0.348, 0.548], [-1.135, -2.220, 3.090], [-0.632, -0.914, 2.269], [-0.435, -0.185, -1.282], [0.116, 1.459, 1.328], [-2.232, 0.967, -0.064], [-2.387, -0.393, -0.198], [-1.222, -1.066, -0.496], [5.385, -3.437, 3.900], [2.172, -0.420, 1.937], [4.429, -5.386, 2.475], [1.227, -2.390, 0.475], [2.829, -1.179, -2.221], [0.145, 2.678, -4.081], [1.272, -4.619, -0.370], [-5.057, -2.870, -0.622], [-1.448, -3.724, 2.012], [3.873, -4.219, 2.299], [-6.013, -0.796, 0.075], [0.759, 2.841, -6.426], [2.785, -3.979, 1.360], [2.692, 0.633, 2.558], [-0.099, 3.918, -6.601], [-2.884, 1.165, -2.803], [-4.760, -0.207, 0.086], [-0.586, 3.631, 2.972], [4.357, -0.686, 3.640], [2.286, -4.954, 0.500], [-3.626, -0.960, -0.257], [0.761, -3.329, -0.343], [-3.173, 1.758, -4.180], [3.777, 0.545, 3.419], [-1.676, 4.825, -1.189], [2.763, -1.608, 2.109], [0.877, 2.231, -5.187], [-3.793, -2.308, -0.617], [-6.181, -2.129, -0.272], [1.559, 1.639, -2.416], [0.029, 1.023, 4.357], [-0.848, 4.362, -5.522], [-2.649, 1.410, 2.702], [0.315, 2.005, -2.758], [2.238, -2.698, 1.303], [0.129, -2.729, 4.398], [3.976, 1.137, -0.421], [-0.735, 3.739, -4.288], [4.996, 1.449, -1.518], [-2.732, -1.840, 4.004], [3.852, -1.792, 2.965], [4.405, -3.133, 3.093], [-1.498, 3.436, -0.579], [3.096, -0.866, -3.694], [0.504, 0.073, 4.145], [-0.925, 3.937, 3.962], [-4.639, 0.835, 0.346], [-2.929, -2.890, -0.904], [3.720, -1.613, -1.752], [-0.769, 0.878, 5.085], [1.337, 2.466, -7.262], [-1.169, 4.139, 2.207], [0.743, 1.750, 4.743], [5.202, -0.808, 4.305], [-2.341, 1.626, -4.870], [0.262, -1.976, 5.180], [2.220, 1.580, 2.335], [-2.649, -0.956, 4.643], [-2.841, 0.370, 2.460], [0.861, -5.342, -1.060], [-4.047, 1.267, -4.615], [-0.576, 3.417, 0.006], [0.465, 3.885, 2.847], [-2.714, 0.088, -2.902], [-6.875, -0.195, 0.341], [5.248, 0.553, -2.088], [3.757, 2.043, 0.152], [2.047, -1.939, -2.161], [-1.538, 5.189, -5.642], [4.406, 0.418, 0.288], [-3.061, 2.045, 1.924], [2.707, -5.951, 0.526], [-5.163, -3.909, -0.910], [-3.760, 1.261, -2.160], [-3.390, 2.826, -4.133], [-0.191, 4.395, -7.568], [-0.058, -3.025, -0.984], [-0.809, 5.130, -1.775], [4.604, 2.184, -2.224], [-2.265, -4.324, 2.421], [-3.053, 1.674, 3.681], [-2.318, 3.244, 0.117], [-1.739, -3.423, 1.004], [1.536, 1.381, -5.074], [-3.560, -1.680, 3.307], [5.928, 1.850, -1.110], [-2.559, 4.888, -1.830], [-0.567, -4.367, 1.948], [2.338, 1.973, -3.110], [-1.802, 5.573, -0.401], [-0.199, -3.649, 4.890], [3.436, -1.749, -4.241], [4.158, 1.437, 3.896], [2.183, -0.511, -4.176], [-3.006, -2.683, 4.644], [-7.163, -2.581, -0.276], [-1.355, 4.083, -3.479], [1.110, -2.930, 3.958], [3.852, -0.089, -3.819]]
}



{
  "formula": "C40H55N4",
  "method": "wB97M-V/def2-TZVPD",
  "orbital_gap_ev": 4.05,
  "total_charge": 1,
  "total_energy_ev": -48325.2369,
  "symbols": ["N", "N", "N", "N", "C", "C", "C", "C", "C", "C", "C", "C", "C", "C", "C", "C", "C", "C", "C", "C", "C", "C", "C", "C", "C", "C", "C", "C", "C", "C", "C", "C", "C", "C", "C", "C", "C", "C", "C", "C", "C", "C", "C", "C", "H", "H", "H", "H", "H", "H", "H", "H", "H", "H", "H", "H", "H", "H", "H", "H", "H", "H", "H", "H", "H", "H", "H", "H", "H", "H", "H", "H", "H", "H", "H", "H", "H", "H", "H", "H", "H", "H", "H", "H", "H", "H", "H", "H", "H", "H", "H", "H", "H", "H", "H", "H", "H", "H", "H"],
  "positions_angstrom": [[-1.312, -0.428, -1.708], [0.820, -0.373, -1.531], [-0.182, -0.398, -2.441], [0.761, 0.005, 5.148], [-4.526, -1.649, -3.143], [1.889, -3.732, -3.528], [-2.136, -0.402, 0.597], [2.755, -1.639, -2.379], [4.029, -1.658, -2.941], [-2.402, 2.895, -3.808], [-1.384, 3.377, 2.616], [2.015, -2.970, -2.207], [1.911, 0.814, 7.153], [-2.373, -3.786, -3.666], [2.175, -0.405, -2.037], [2.320, 2.692, -0.882], [-3.216, 0.786, -2.677], [-4.509, 0.766, -3.200], [-2.502, 2.128, -2.487], [-0.419, 4.354, 2.899], [2.682, -3.824, -1.129], [1.071, 2.652, 3.765], [0.796, 3.987, 3.496], [1.996, -1.668, 6.457], [1.063, -0.109, 0.958], [-1.048, -0.397, -0.363], [2.372, 3.132, -3.366], [-5.166, -0.443, -3.421], [2.793, 0.794, -2.440], [4.697, -0.468, -3.232], [2.187, -0.633, 7.579], [-2.525, -2.988, -2.369], [-3.177, 2.966, -1.404], [-2.611, -0.432, -2.348], [-1.153, 2.048, 2.950], [0.276, 0.288, 3.935], [0.073, 1.660, 3.537], [2.053, 2.117, -2.265], [0.328, -0.310, -0.201], [0.665, 0.927, 6.292], [4.071, 0.758, -3.000], [-3.239, -3.801, -1.292], [0.771, -1.393, 5.596], [-3.233, -1.656, -2.618], [4.568, 1.693, -3.288], [1.896, -2.672, 6.888], [3.707, -4.088, -1.421], [-1.872, 2.295, -4.557], [-0.135, -1.578, 6.199], [-0.250, -0.553, 3.469], [1.539, 4.747, 3.738], [-5.025, -2.603, -3.331], [5.685, -0.499, -3.690], [-0.610, 5.397, 2.647], [2.062, 1.966, -0.100], [-2.787, -1.284, 0.475], [2.767, 1.217, 6.596], [1.735, 3.606, -0.721], [-1.714, -0.423, 1.608], [-1.848, 3.829, -3.662], [2.117, -4.749, -0.963], [-0.215, 0.641, 6.902], [-1.480, 1.892, -2.164], [0.475, -0.064, 1.849], [-3.231, 2.416, -0.454], [-1.919, 1.285, 2.791], [3.387, 2.935, -0.787], [-3.397, 3.137, -4.202], [0.987, 1.867, -2.347], [4.485, -2.625, -3.183], [2.046, 2.356, 4.164], [-2.679, -4.719, -1.079], [2.873, -4.002, -3.932], [3.214, -0.697, 7.954], [-3.327, -3.228, -0.361], [-3.354, -4.050, -4.081], [1.698, 3.993, -3.278], [1.367, -3.122, -4.274], [-1.519, -2.741, -2.010], [0.760, -2.048, 4.721], [1.522, -0.881, 8.416], [1.312, -4.652, -3.377], [1.772, 1.467, 8.024], [-2.613, 3.890, -1.231], [-1.811, -4.708, -3.481], [3.405, 3.493, -3.285], [-4.201, 3.232, -1.703], [-4.994, 1.717, -3.433], [0.528, 1.960, 5.968], [2.725, -3.271, -0.183], [-2.774, 0.494, 0.512], [2.137, -0.060, 0.881], [2.228, 2.688, -4.358], [2.888, -1.690, 5.818], [-4.249, -4.077, -1.624], [-2.323, 3.648, 2.135], [-6.184, -0.444, -3.812], [-1.831, -3.197, -4.415], [1.005, -2.717, -1.869]]
}